Here is a structure of composition C45H47F4N4O3P2STi from the Open Molecules 2025 dataset. Energies are from wB97M-V/def2-TZVPD.

Positions of all 107 atoms, in Å:
Ti  0.720  -0.094  -1.175
C  -3.128  6.303  -2.165
C  -2.750  5.906  -0.747
N  -2.313  4.500  -0.661
C  -0.999  4.239  -0.758
C  -0.473  2.980  -0.728
C  0.994  2.767  -0.996
O  1.833  3.539  -0.601
O  1.194  1.710  -1.737
C  -1.325  1.882  -0.500
O  -0.879  0.697  -0.306
C  -2.736  2.139  -0.474
C  -3.646  1.078  -0.379
C  -4.982  1.331  -0.369
F  -5.834  0.298  -0.239
C  -5.504  2.638  -0.475
C  -4.601  3.682  -0.576
C  -3.217  3.457  -0.563
N  -6.884  2.905  -0.508
C  -7.868  1.860  -0.782
C  -9.226  2.524  -1.041
N  -8.988  3.902  -1.586
C  -8.387  4.805  -0.532
C  -7.438  3.961  0.325
H  -3.452  7.343  -2.187
H  -3.933  5.681  -2.558
H  -2.272  6.204  -2.833
H  -3.566  6.048  -0.043
H  -1.924  6.511  -0.381
H  -0.345  5.095  -0.868
H  -3.281  0.061  -0.312
H  -4.980  4.685  -0.710
H  -7.994  1.150  0.038
H  -7.555  1.301  -1.663
H  -9.810  2.654  -0.132
H  -9.818  1.959  -1.755
H  -9.853  4.305  -1.945
H  -8.335  3.834  -2.368
H  -9.205  5.228  0.047
H  -7.870  5.604  -1.059
H  -7.970  3.539  1.184
H  -6.653  4.594  0.728
C  6.344  -3.784  4.701
S  5.736  -2.095  4.577
C  4.256  -2.392  3.585
C  3.498  -1.084  3.408
C  2.335  -1.217  2.435
N  2.728  -1.654  1.061
P  3.137  -0.308  0.009
C  3.718  -1.153  -1.498
C  4.819  -2.007  -1.518
C  5.154  -2.699  -2.669
C  4.391  -2.555  -3.821
C  3.298  -1.703  -3.824
C  2.970  -1.005  -2.669
C  4.584  0.518  0.687
C  4.628  1.907  0.589
C  5.754  2.588  1.032
C  6.819  1.888  1.576
C  6.771  0.502  1.683
C  5.658  -0.186  1.234
P  1.444  -2.383  0.125
C  0.219  -3.061  1.271
C  0.356  -4.329  1.836
C  -0.601  -4.801  2.719
C  -1.701  -4.017  3.039
C  -1.850  -2.760  2.470
C  -0.896  -2.284  1.583
C  2.203  -3.829  -0.639
C  1.712  -4.265  -1.866
C  2.246  -5.403  -2.455
C  3.265  -6.099  -1.823
C  3.759  -5.660  -0.600
C  3.233  -4.524  -0.009
H  7.256  -3.757  5.294
H  6.580  -4.196  3.720
H  5.620  -4.423  5.206
H  3.622  -3.135  4.079
H  4.540  -2.795  2.610
H  4.181  -0.297  3.094
H  3.088  -0.764  4.369
H  1.771  -0.273  2.397
H  1.657  -1.968  2.832
H  5.415  -2.142  -0.624
H  6.012  -3.359  -2.667
H  4.654  -3.101  -4.717
H  2.697  -1.575  -4.714
H  2.141  -0.298  -2.806
H  3.789  2.454  0.174
H  5.793  3.666  0.956
H  7.692  2.423  1.929
H  7.593  -0.041  2.128
H  5.613  -1.262  1.342
H  1.206  -4.949  1.583
H  -0.492  -5.785  3.156
H  -2.448  -4.390  3.727
H  -2.712  -2.152  2.714
H  -1.021  -1.305  1.138
H  0.925  -3.716  -2.369
H  1.866  -5.741  -3.410
H  3.680  -6.987  -2.283
H  4.557  -6.204  -0.111
H  3.625  -4.164  0.936
F  -0.151  -1.910  -3.570
C  -0.627  -1.085  -2.607
F  -1.703  -1.724  -2.067
F  -1.151  0.005  -3.275

Calculated values
total energy: -122918.6896 eV
HOMO (spin up / spin down): -0.421 / -0.421 hartree
energy relative to the best compared isomer or geometry (same formula, charge and spin): 22.6 kcal/mol
charge: +2
multiplicity: 2
orbital gap (spin up / spin down): 6.273 / 6.210 eV

Results of the Löwdin charge analysis, in e, for atoms 1 through 2: atom 1 (Ti): 0.915, atom 2 (C): -0.051



Here is a structure of composition C41H59BrN6O2SSi2Ti from the Open Molecules 2025 dataset. Energies are from wB97M-V/def2-TZVPD.

Positions of all 113 atoms, in Å:
Ti  -0.250  -0.341  -0.559
O  -0.937  -1.062  -5.223
C  -0.659  0.258  -5.454
C  -1.128  0.912  -6.586
C  -0.822  2.248  -6.789
C  -0.047  2.936  -5.867
C  0.413  2.276  -4.738
C  0.118  0.937  -4.517
C  0.546  0.224  -3.259
O  -0.374  0.380  -2.235
N  1.818  0.783  -2.761
N  1.999  0.493  -1.454
C  3.164  0.481  -0.947
C  3.342  0.204  0.471
Br  1.768  0.360  1.523
C  4.489  -0.112  1.069
C  5.746  -0.394  0.352
C  6.947  0.149  0.806
C  8.134  -0.121  0.144
C  8.138  -0.951  -0.969
C  6.952  -1.518  -1.412
C  5.761  -1.245  -0.754
H  -1.554  -1.372  -5.894
H  -1.733  0.371  -7.306
H  -1.194  2.751  -7.672
H  0.188  3.980  -6.020
H  0.998  2.804  -3.996
H  0.669  -0.842  -3.478
H  2.621  0.596  -3.355
H  4.060  0.656  -1.540
H  4.512  -0.188  2.150
H  6.945  0.792  1.677
H  9.059  0.314  0.500
H  9.067  -1.166  -1.481
H  6.954  -2.186  -2.263
H  4.839  -1.718  -1.073
C  -3.442  -3.090  -0.735
C  -2.504  -2.519  0.300
N  -1.433  -1.770  -0.201
N  -1.080  -2.183  -1.527
C  0.141  -2.687  -1.661
N  0.373  -3.333  -2.830
S  1.400  -2.406  -0.541
C  -2.737  -2.739  1.609
C  -3.932  -3.428  2.098
C  -4.402  -3.206  3.332
C  -3.688  -2.327  4.236
C  -2.454  -1.940  3.908
N  -1.881  -2.278  2.669
H  -3.119  -4.078  -1.071
H  -4.454  -3.166  -0.344
H  -3.461  -2.444  -1.608
H  -0.346  -3.265  -3.534
H  1.324  -3.473  -3.118
H  -4.439  -4.119  1.441
H  -5.298  -3.708  3.674
H  -4.108  -2.035  5.187
H  -1.799  -1.384  4.562
C  2.079  -5.042  4.187
Si  2.270  -3.354  3.403
C  3.439  -3.473  1.953
C  2.942  -2.153  4.674
C  0.613  -2.763  2.898
C  -0.560  -2.532  2.703
H  3.037  -5.411  4.559
H  1.695  -5.762  3.462
H  1.379  -5.005  5.023
H  4.406  -3.854  2.293
H  3.601  -2.503  1.482
H  3.053  -4.150  1.189
H  3.924  -2.471  5.035
H  2.271  -2.087  5.533
H  3.037  -1.151  4.255
C  -1.164  1.193  3.042
C  -1.317  2.449  2.155
C  -2.428  3.321  2.768
C  -0.033  3.288  2.283
Si  -1.667  1.880  0.306
C  -3.546  1.388  0.132
C  -4.549  2.550  0.127
C  -3.910  0.454  1.294
C  -3.770  0.596  -1.167
C  -1.300  3.389  -0.891
C  0.211  3.562  -1.105
C  -1.855  4.728  -0.372
C  -1.932  3.176  -2.275
H  -0.409  1.348  3.820
H  -0.882  0.296  2.484
H  -2.102  0.954  3.546
H  -2.136  3.608  3.786
H  -3.380  2.802  2.843
H  -2.589  4.241  2.206
H  0.191  3.431  3.346
H  -0.147  4.279  1.846
H  0.838  2.827  1.824
H  -4.478  3.180  1.014
H  -5.566  2.138  0.099
H  -4.441  3.189  -0.749
H  -4.906  0.025  1.126
H  -3.937  0.964  2.255
H  -3.207  -0.374  1.376
H  -4.794  0.202  -1.175
H  -3.090  -0.251  -1.258
H  -3.647  1.213  -2.056
H  0.744  3.784  -0.183
H  0.386  4.401  -1.792
H  0.657  2.672  -1.552
H  -1.363  5.069  0.537
H  -2.926  4.692  -0.181
H  -1.685  5.497  -1.136
H  -1.677  2.214  -2.710
H  -1.571  3.959  -2.954
H  -3.018  3.263  -2.241

Calculated values
total energy: -176256.7882 eV
HOMO: -0.241 hartree
energy relative to the best compared isomer or geometry (same formula, charge and spin): 43.3 kcal/mol
charge: 0
orbital gap: 6.301 eV

Results of the Löwdin charge analysis, in e, for atoms 1 through 2: atom 1 (Ti): 0.735, atom 2 (O): 0.057



Here is a structure of composition C6H12O2 in a non-equilibrium geometry from the Open Molecules 2025 dataset. Energies are from wB97M-V/def2-TZVPD.

Positions of all 20 atoms, in Å:
C  0.981  -1.964  -0.183
C  0.883  -0.744  -0.689
C  -1.904  0.640  -0.906
C  1.409  0.589  1.405
C  -1.213  0.371  0.394
C  0.758  0.551  0.002
O  -1.533  -0.949  0.864
O  1.144  1.519  -1.006
H  1.111  -2.854  -0.838
H  0.747  -2.307  0.893
H  0.832  -0.650  -1.805
H  -1.283  0.149  -1.740
H  -2.062  1.719  -0.952
H  -2.948  0.172  -0.971
H  1.099  -0.326  1.776
H  1.104  1.552  1.805
H  2.426  0.816  1.144
H  -1.283  0.962  1.326
H  -0.931  -1.578  0.497
H  0.663  2.332  -1.015

Calculated values
total energy: -10504.1372 eV
HOMO (spin up / spin down): -0.181 / -0.346 hartree
charge: 0
multiplicity: 3
orbital gap (spin up / spin down): 5.740 / 6.971 eV

Results of the Löwdin charge analysis, in e, for atoms 1 through 2: atom 1 (C): -0.048, atom 2 (C): -0.225



Here is the molecule C6H12N2O4 in a non-equilibrium geometry from the Open Molecules 2025 dataset. Energies are from wB97M-V/def2-TZVPD.

Positions of all 24 atoms, in Å:
C  -2.973  -0.279  -0.105
C  -1.639  0.306  -0.593
C  0.717  0.047  -0.554
C  1.577  -1.206  -0.324
C  1.356  1.217  0.310
C  0.726  2.593  0.310
H  -3.226  -2.225  0.730
H  -2.534  -1.044  1.883
H  -3.456  -0.688  -0.997
H  -3.612  0.662  0.210
H  -0.775  -1.233  0.081
H  0.724  0.403  -1.576
H  2.411  1.336  -0.122
H  0.644  0.206  1.655
H  1.072  3.198  -0.568
H  -0.326  2.552  0.115
H  0.993  3.090  1.265
H  3.226  -1.902  -0.627
N  -2.917  -1.255  0.937
N  -0.548  -0.284  -0.036
O  -1.629  1.330  -1.262
O  1.172  -2.247  0.106
O  1.461  0.715  1.566
O  2.812  -1.003  -0.737

Calculated values
SMILES: C[C@@H](O)[C@H](NC(=O)CN)C(=O)O
total energy: -17586.8385 eV
HOMO: -0.338 hartree
energy relative to the best compared isomer or geometry (same formula, charge and spin): 20.1 kcal/mol
charge: 0
orbital gap: 9.774 eV

Results of the Löwdin charge analysis, in e, for atoms 1 through 2: atom 1 (C): -0.205, atom 2 (C): -0.459